Entry from the OMol25 dataset: a molecular structure, C6H19F3O8Y (ωB97M-V/def2-TZVPD).

Output
charge: -1
molecular weight: 365.1 g/mol
HOMO: -0.15174 hartree
energy above the lowest of the compared OMol25 structures with the same formula, charge and spin: 30.7 kcal per mole
DFT total energy: -1180.03536 Eh

Last column: Löwdin charge in e.
CARTESIAN COORDINATES (ANGSTROEM)
Y 0.22343 -0.34830 -1.38856  1.479
C 3.25296 1.22543 -3.63474  -0.114
C 3.04407 -0.29484 -3.64725  -0.506
O 2.00416 -0.69030 -2.88617  -0.392
H 2.38789 1.69884 -3.15590  0.048
H 3.49023 1.69943 -4.58774  0.049
H 4.06294 1.51439 -2.93222  0.050
H 3.99614 -0.77475 -3.30391  0.078
H 2.95875 -0.61514 -4.71085  0.087
O -1.35447 -1.07863 -2.87065  -0.484
H -1.53523 -2.00865 -3.01716  -0.105
O -0.52770 1.52042 -2.38949  -0.479
H -0.21831 2.42523 -2.43016  -0.097
C -2.12328 -0.25728 1.35051  -0.496
O -1.54081 0.66061 2.31412  -0.085
O -1.30076 -0.50181 0.40835  -0.194
C -2.55142 -1.55371 2.05503  -0.543
F -3.64098 -1.37068 2.85725  0.088
F -2.91420 -2.48136 1.15794  0.135
F -1.59487 -2.10606 2.83655  0.122
C -2.35068 1.08687 3.35378  -0.326
C -1.54288 2.06415 4.16171  -0.086
H -0.69907 1.52282 4.60713  0.073
H -1.09768 2.81246 3.50649  0.073
H -2.10594 2.53644 4.96666  0.069
H -2.68574 0.27585 4.00283  0.109
H -3.22550 1.61190 2.94150  0.125
H -3.07127 0.22561 1.00737  0.168
O 1.98646 -1.17799 -0.00245  -0.102
H 2.89581 -0.98062 0.23737  0.085
H 1.69248 -1.88532 0.58658  0.071
O 0.15059 -2.76390 -1.16092  -0.092
H -0.55839 -3.30479 -0.79548  0.081
H 0.96044 -3.28486 -1.10886  0.070
O 1.02250 1.33277 0.27059  -0.093
H 1.42758 2.20201 0.20659  0.072
H 1.08276 1.06377 1.19417  0.058

---

Entry from the OMol25 dataset: a single C24H30N6O4 molecule (ωB97M-V/def2-TZVPD).

Output
molecular weight: 466.5 g/mol
HOMO: -0.30365 hartree
energy above the lowest of the compared OMol25 structures with the same formula, charge and spin: 46.8 kcal per mole
SMILES: CCOc1ccc(N(CC(=O)NC2CCCCC2)C(=O)Cn2nnc(-c3ccc(C)o3)n2)cc1
DFT total energy: -1562.05240 Eh

Last column: Löwdin charge in e.
CARTESIAN COORDINATES (ANGSTROEM)
C -5.52035 -1.25816 2.59240  -0.062
C -5.41024 -1.26380 1.07017  -0.241
O -5.20128 0.02938 0.53527  -0.043
C -3.95955 0.56600 0.52632  -0.267
C -2.81138 -0.02844 1.04290  -0.003
C -1.58824 0.60813 0.93651  -0.003
C -1.48925 1.84003 0.30603  -0.245
C -2.64050 2.46258 -0.16740  -0.021
C -3.85850 1.83110 -0.06070  0.007
H -4.75675 2.29248 -0.43715  0.121
H -2.57545 3.44166 -0.61834  0.121
N -0.22342 2.47465 0.16700  0.017
C 0.36526 2.73668 -1.01218  -0.426
O 1.43073 3.32388 -1.10411  0.050
C -0.34008 2.22217 -2.27559  -0.011
N -0.74305 0.86224 -2.11136  -0.197
N -1.92915 0.40701 -2.42396  0.088
N -1.97040 -0.82647 -2.07650  0.111
C -0.76487 -1.11391 -1.53279  -0.284
N 0.03017 -0.04722 -1.55899  0.211
C -0.43525 -2.38483 -0.97044  -0.225
C -1.19167 -3.52522 -0.87106  0.003
C -0.39129 -4.46006 -0.18372  -0.017
C 0.79276 -3.83073 0.09020  -0.313
O 0.76938 -2.57358 -0.38602  0.088
C 2.01535 -4.29658 0.79271  -0.003
H 2.86505 -4.30326 0.11082  0.082
H 2.25066 -3.62496 1.61707  0.088
H 1.85952 -5.29925 1.17855  0.085
H -0.65496 -5.46497 0.07568  0.109
H -2.18438 -3.65495 -1.24883  0.111
H 0.38501 2.30673 -3.09207  0.139
H -1.22968 2.80391 -2.52147  0.131
C 0.51372 2.75698 1.39258  -0.019
H -0.19927 2.84354 2.21288  0.140
H 1.05795 3.69573 1.26111  0.133
C 1.50344 1.61667 1.70002  -0.469
O 1.30240 0.80743 2.58357  0.052
N 2.57121 1.62031 0.89317  0.119
H 2.61628 2.30495 0.14799  0.118
C 3.55285 0.55558 0.86438  -0.308
C 4.96276 1.13256 0.99335  -0.148
C 6.00040 0.01447 0.94973  -0.201
C 5.87045 -0.78850 -0.34116  -0.209
C 4.46239 -1.36188 -0.46823  -0.200
C 3.42425 -0.24542 -0.43303  -0.144
H 2.41721 -0.65741 -0.51214  0.084
H 3.57933 0.42737 -1.28020  0.124
H 4.36828 -1.92230 -1.40042  0.111
H 4.27832 -2.05006 0.35926  0.104
H 6.07617 -0.13875 -1.19474  0.113
H 6.60522 -1.59635 -0.35121  0.107
H 7.00318 0.43964 1.02573  0.108
H 5.85218 -0.64834 1.80522  0.115
H 5.04690 1.68857 1.92910  0.117
H 5.13805 1.82814 0.16898  0.121
H 3.33406 -0.08894 1.72213  0.151
H -0.70480 0.13887 1.34076  0.115
H -2.84294 -0.99578 1.51703  0.109
H -4.62433 -1.94966 0.73293  0.115
H -6.35966 -1.58645 0.63340  0.124
H -4.59665 -0.91490 3.05140  0.067
H -6.32316 -0.59297 2.90027  0.079
H -5.73838 -2.26188 2.94666  0.077

---

Entry from the OMol25 dataset: 2 unconnected molecules or ions with the total composition C9H11O3 (ωB97M-V/def2-TZVPD).

Output
charge: -1
molecular weight: 167.2 g/mol
HOMO: -0.15281 hartree
energy above the lowest of the compared OMol25 structures with the same formula, charge and spin: 19.7 kcal per mole
DFT total energy: -575.32697 Eh

Last column: Löwdin charge in e.
CARTESIAN COORDINATES (ANGSTROEM)
C -0.68355 -1.95092 -1.02051  -0.045
C 0.19047 -1.45286 -2.19648  -0.768
O 0.44378 -2.30467 -3.08302  -0.102
O 0.54778 -0.25027 -2.13405  -0.088
H -1.69463 -1.54917 -0.97195  0.052
H -0.23754 -1.60225 -0.07714  0.048
H -0.82623 -3.02881 -1.02082  0.049
C 0.16886 -1.07061 3.11036  -0.071
C -0.19324 1.74873 -0.06775  -0.348
C 1.04370 1.54450 0.51501  -0.017
C -1.33320 1.32826 0.61190  -0.026
C 1.15493 0.69939 1.61433  -0.050
C -1.20926 0.42485 1.65664  -0.073
C 0.04142 0.07158 2.14838  -0.316
O -0.25892 2.49975 -1.22229  0.005
H 1.93735 1.89541 0.00459  0.120
H -0.40644 1.86544 -1.94037  0.090
H -2.27650 1.56266 0.11878  0.116
H 2.15654 0.44154 1.91716  0.102
H -2.13130 0.06198 2.09861  0.108
H -0.13019 -0.75541 4.12784  0.075
H 1.20663 -1.35752 3.28892  0.067
H -0.39229 -1.95604 2.82825  0.073